Computed, not measured: a structure of composition C5H10MgNiO4, with wB97M-V/def2-TZVPD.

The total energy comes out at -2205.778245 hartree. As for the spin multiplicity: 3. The HOMO energy (alpha / beta) is -5.71 / -8.34 eV. The value obtained for the relative energy (zero: lowest compared OMol25 entry of this formula, charge and spin) is 0.000 eV.

Last column: Mulliken spin population.
Element x y z (Å)
O  -0.947949  1.909751  -0.545004  0.00
C  -2.131367  1.596952  0.030252  -0.15
C  -2.053616  0.460392  0.975366  0.84
O  -0.858476  0.190240  1.298690  0.21
C  -0.249995  -0.668108  2.301243  -0.01
C  0.673791  -1.560701  1.472702  0.00
O  1.341885  -0.800991  0.528420  0.04
Mg  0.646201  0.812544  -0.381580  -0.02
H  -2.930607  1.269243  -0.681366  0.04
H  -2.624441  2.418840  0.603185  0.05
H  -2.842775  0.229826  1.703179  0.03
H  1.570211  -0.777733  -3.746052  0.00
H  -1.040155  -1.202209  2.840281  0.02
H  0.306749  -0.006705  2.973962  0.00
H  0.023979  -2.326772  1.010814  0.00
H  1.388912  -2.064481  2.147889  0.00
C  1.683889  0.163625  -3.180647  0.00
O  1.799975  0.184400  -1.807570  0.03
Ni  2.993281  -0.909109  -0.463623  0.92
H  2.651687  0.498968  -3.601441  0.00
H  0.598822  0.582030  -3.478699  0.00

Cartesian forces, eV/Å:
1.33 0.00 -0.51
-1.76 -0.08 -0.03
-4.46 -0.33 0.22
6.08 -0.92 1.53
-0.91 0.54 -0.86
-0.10 -0.46 0.75
0.49 0.22 0.26
-1.42 -0.27 -0.16
0.33 0.47 -0.18
0.38 0.29 -0.31
0.09 0.17 -0.26
0.16 -0.84 1.09
0.25 -0.08 -0.01
-0.11 -0.11 -0.04
0.34 0.10 -0.08
-0.31 -0.02 -0.09
-1.69 0.25 -1.46
0.56 -0.71 1.11
-1.04 0.41 -0.74
-0.95 1.05 -0.45
2.74 0.33 0.21


Computed, not measured: the molecule C32H43N5O2, with wB97M-V/def2-TZVPD.

The total energy comes out at -1669.484417 hartree. The HOMO energy is -7.59 eV. The value obtained for the relative energy (zero: lowest compared OMol25 entry of this formula, charge and spin) is 0.000 eV.

Last column: Löwdin charge in e.
Element x y z (Å)
O  -2.382677  -1.528461  2.938591  0.08
C  -2.471114  -1.655243  1.730672  -0.43
C  -1.278955  -1.450473  0.843196  -0.15
C  -0.553466  -2.543354  0.376144  -0.03
C  0.577322  -2.328964  -0.387201  -0.03
C  1.015309  -1.041965  -0.677067  -0.08
C  2.198121  -0.824828  -1.555219  -0.39
O  2.133480  -0.065262  -2.518378  0.05
N  3.321085  -1.523921  -1.276287  -0.04
C  3.645237  -2.113018  0.002952  -0.14
C  4.733172  -1.292534  0.701263  -0.11
C  5.978622  -1.181853  -0.183619  -0.33
N  7.043524  -0.517658  0.531483  -0.14
C  8.377125  -0.669349  -0.022828  -0.20
C  9.182988  0.406718  0.692560  -0.17
C  8.194319  1.569218  0.713856  -0.17
C  6.849571  0.870975  0.941737  -0.18
C  5.564230  -0.558484  -1.530792  -0.11
C  4.461325  -1.403547  -2.162717  -0.13
C  0.270321  0.068827  -0.227881  -0.16
N  0.665332  1.326811  -0.602128  0.10
C  0.348055  2.547991  -0.033191  -0.24
C  0.394293  3.687663  -0.839218  -0.03
C  0.115806  4.932220  -0.311214  -0.09
C  -0.208392  5.066935  1.029240  -0.11
C  -0.227039  3.944803  1.840489  -0.09
C  0.055336  2.694574  1.323403  -0.04
C  -0.874205  -0.163714  0.541325  0.05
N  -3.617487  -2.015567  1.112319  -0.04
C  -3.816789  -2.032164  -0.316594  -0.14
C  -4.771829  -0.910865  -0.728765  -0.11
C  -6.110728  -1.075366  0.018425  -0.33
N  -7.148494  -0.129093  -0.321114  -0.14
C  -6.876555  1.289446  -0.187390  -0.20
C  -8.100918  1.917482  -0.841274  -0.17
C  -8.296885  1.029227  -2.069374  -0.17
C  -7.820267  -0.351038  -1.597406  -0.18
C  -5.824787  -1.054128  1.523926  -0.11
C  -4.835881  -2.162693  1.880528  -0.13
H  -0.880334  -3.546196  0.604069  0.12
H  1.124922  -3.172545  -0.782563  0.12
H  2.756496  -2.150396  0.631690  0.11
H  4.004952  -3.135296  -0.164083  0.13
H  4.998506  -1.764379  1.647117  0.12
H  4.344867  -0.295454  0.915046  0.12
H  6.346913  -2.197981  -0.383347  0.15
H  8.410388  -0.500041  -1.111903  0.11
H  8.743311  -1.679995  0.177364  0.12
H  9.406497  0.085623  1.709623  0.11
H  10.112998  0.645670  0.180671  0.11
H  8.197586  2.074893  -0.253140  0.11
H  8.416735  2.301705  1.487070  0.11
H  6.047847  1.369939  0.388626  0.11
H  6.581483  0.882668  2.005235  0.12
H  6.416288  -0.510615  -2.210067  0.11
H  5.188712  0.454538  -1.378151  0.12
H  4.110640  -0.948051  -3.090670  0.12
H  4.837873  -2.410949  -2.374408  0.13
H  1.211582  1.351251  -1.457123  0.12
H  0.650784  3.581576  -1.883846  0.11
H  0.150369  5.803012  -0.949667  0.10
H  -0.431912  6.039726  1.440187  0.10
H  -0.454177  4.042377  2.892060  0.10
H  0.075056  1.835554  1.976264  0.11
H  -1.474304  0.670972  0.868483  0.12
H  -2.856385  -1.919982  -0.821724  0.12
H  -4.247978  -3.001852  -0.596563  0.13
H  -4.926183  -0.942217  -1.808445  0.11
H  -4.320508  0.048913  -0.471557  0.11
H  -6.519243  -2.064054  -0.232904  0.15
H  -6.781400  1.556428  0.866108  0.12
H  -5.964511  1.609582  -0.717784  0.12
H  -7.953707  2.965349  -1.094947  0.11
H  -8.956429  1.828566  -0.172456  0.11
H  -9.329541  1.013240  -2.411664  0.10
H  -7.670358  1.384458  -2.888544  0.11
H  -8.661646  -1.032692  -1.428934  0.11
H  -7.162155  -0.811678  -2.346638  0.11
H  -6.754474  -1.189386  2.075859  0.12
H  -5.393440  -0.092561  1.804446  0.12
H  -4.563389  -2.117095  2.936455  0.12
H  -5.274218  -3.143247  1.662161  0.13

Cartesian forces, eV/Å:
0.15 0.15 0.20
0.04 -0.11 -0.04
0.43 0.02 0.03
-0.12 0.00 0.05
-0.14 0.17 -0.02
-0.30 0.08 0.08
0.01 -0.07 -0.03
-0.08 0.19 -0.10
0.03 -0.13 -0.15
0.02 0.09 0.58
0.14 -0.36 -0.27
-0.26 0.14 0.11
0.23 -0.01 -0.10
0.14 -0.12 -0.02
-0.06 -0.05 -0.15
-0.04 -0.10 0.05
-0.21 0.18 0.33
0.11 -0.30 0.18
0.11 0.28 -0.42
-0.06 -0.42 0.03
0.45 0.06 -0.54
-0.12 0.36 0.27
-0.03 -0.14 0.00
0.03 0.03 0.04
-0.03 0.13 0.07
-0.03 0.08 -0.01
0.03 -0.11 -0.08
-0.05 -0.05 0.00
-0.14 -0.17 -0.02
0.07 0.24 -0.44
-0.29 -0.28 0.03
0.16 0.14 0.24
-0.07 0.13 -0.07
-0.03 0.12 0.13
0.15 0.00 0.00
0.00 -0.02 0.06
-0.19 -0.29 -0.12
0.00 -0.37 -0.27
-0.11 0.18 0.47
-0.03 -0.12 0.02
0.09 -0.06 0.01
0.16 -0.08 -0.10
-0.06 0.01 0.05
0.03 0.00 0.06
-0.05 0.08 0.04
-0.09 0.00 -0.02
0.04 -0.01 0.01
0.05 0.02 -0.10
0.06 -0.04 0.04
0.06 -0.01 0.03
0.01 0.03 -0.01
-0.01 0.08 -0.02
-0.02 -0.01 0.03
-0.07 0.18 -0.09
0.02 0.04 -0.04
-0.01 0.07 -0.02
0.09 -0.17 0.11
-0.02 0.02 0.00
-0.11 -0.04 0.12
-0.01 -0.02 -0.11
0.01 0.05 -0.06
-0.02 0.08 0.03
-0.01 0.00 0.08
-0.02 -0.07 0.05
-0.03 0.07 0.07
-0.16 -0.11 0.03
0.07 0.03 -0.03
0.02 0.04 -0.06
0.04 0.06 -0.03
0.08 -0.01 0.04
0.08 0.08 -0.02
0.00 0.04 0.04
-0.03 0.05 0.02
-0.02 0.04 0.06
0.00 0.01 -0.08
-0.02 0.01 -0.02
0.06 -0.03 -0.16
-0.02 0.00 0.02
-0.05 0.02 0.02
0.02 0.08 0.06
-0.08 -0.11 -0.15
0.01 0.02 0.02


Computed, not measured: the molecule C26H34N2O2, with wB97M-V/def2-TZVPD.

The total energy comes out at -1271.156790 hartree. The HOMO energy is -8.48 eV. The value obtained for the relative energy (zero: lowest compared OMol25 entry of this formula, charge and spin) is 1.622 eV.

Last column: Löwdin charge in e.
Element x y z (Å)
C  1.116884  -3.079087  5.828218  -0.05
C  0.409551  -2.332705  4.738518  -0.23
C  -0.901412  -1.914093  4.911817  0.00
C  -1.598152  -1.222808  3.932088  -0.22
C  -3.010160  -0.784998  4.170016  -0.04
C  -0.951372  -0.939219  2.728640  -0.18
C  -1.661053  -0.204967  1.622100  -0.15
N  -2.773715  -0.991565  1.104174  -0.18
C  -3.650723  -0.263779  0.212981  -0.18
C  -3.060529  -0.029675  -1.185332  -0.11
C  -2.681784  -1.374918  -1.808896  -0.31
O  -2.180573  -1.250181  -3.138215  -0.03
C  -1.037550  -0.502748  -3.318751  -0.28
C  0.219659  -1.094570  -3.236426  0.00
C  1.354961  -0.346830  -3.482886  0.00
C  1.259222  1.004056  -3.798032  -0.15
C  2.511217  1.759852  -4.106979  -0.43
O  3.343819  1.334823  -4.889762  0.07
N  2.668031  2.948925  -3.486075  -0.05
C  1.919611  3.461029  -2.356900  -0.16
C  2.964046  4.245370  -1.564163  -0.16
C  3.831651  4.837541  -2.673465  -0.17
C  3.890071  3.711630  -3.702943  -0.14
C  0.001539  1.585783  -3.910636  -0.03
C  -1.137139  0.839404  -3.674677  0.00
C  -1.731120  -2.117417  -0.868189  -0.11
C  -2.380924  -2.255825  0.516277  -0.16
C  0.359819  -1.356566  2.553344  0.00
C  1.055170  -2.047091  3.534449  -0.24
C  2.470506  -2.479707  3.299440  -0.05
H  0.466779  -3.212172  6.689103  0.07
H  2.008323  -2.539492  6.147179  0.08
H  1.433365  -4.061265  5.477960  0.08
H  -1.399411  -2.136244  5.845973  0.11
H  -3.638289  -1.082663  3.333928  0.07
H  -3.058642  0.301004  4.254999  0.09
H  -3.398208  -1.217983  5.088400  0.07
H  -2.083681  0.724849  2.016309  0.13
H  -0.928984  0.064964  0.843447  0.12
H  -4.571937  -0.848813  0.114469  0.12
H  -3.904912  0.693176  0.675419  0.12
H  -3.791259  0.480594  -1.814525  0.12
H  -2.171623  0.601881  -1.112514  0.11
H  -3.590019  -1.974986  -1.947286  0.16
H  0.296737  -2.145298  -3.001923  0.12
H  2.331567  -0.805390  -3.438304  0.12
H  1.124510  4.135622  -2.699136  0.12
H  1.465727  2.649125  -1.786049  0.12
H  3.553426  3.564849  -0.948606  0.12
H  2.517226  5.002316  -0.923161  0.11
H  3.342492  5.714320  -3.099311  0.11
H  4.820907  5.126597  -2.326057  0.11
H  4.754096  3.055983  -3.550385  0.13
H  3.926891  4.073522  -4.733300  0.13
H  -0.089923  2.619935  -4.207957  0.12
H  -2.115326  1.284109  -3.778652  0.12
H  -1.506060  -3.106280  -1.269693  0.12
H  -0.794997  -1.561750  -0.781156  0.11
H  -3.284396  -2.868647  0.427610  0.13
H  -1.695349  -2.755832  1.203203  0.12
H  0.859281  -1.136375  1.618536  0.11
H  2.558625  -3.563228  3.375556  0.08
H  3.135003  -2.041664  4.043854  0.08
H  2.808508  -2.174426  2.312333  0.07

Cartesian forces, eV/Å:
-0.01 0.03 -0.06
-0.02 0.04 -0.07
0.04 0.00 -0.09
0.01 -0.01 -0.05
-0.04 -0.02 0.03
0.10 0.07 0.01
-0.04 -0.06 0.00
0.01 0.04 0.05
-0.01 0.13 -0.13
-0.05 -0.28 -0.01
-0.01 0.09 0.52
0.28 0.10 -0.36
0.07 0.09 -0.03
-0.23 -0.05 0.01
0.06 0.19 -0.01
-0.11 -0.20 -0.10
-0.13 0.05 0.01
0.16 -0.18 -0.09
0.13 0.15 -0.01
-0.33 0.08 0.42
-0.09 0.03 -0.12
-0.05 -0.11 0.03
0.36 0.00 -0.31
0.19 -0.07 0.04
-0.17 -0.20 0.04
-0.29 0.06 -0.06
0.12 -0.14 -0.10
-0.07 0.03 0.08
-0.04 0.00 0.01
-0.06 0.00 0.04
0.00 -0.03 0.07
0.09 -0.03 0.08
0.07 -0.09 0.05
-0.07 -0.03 0.11
-0.09 0.03 0.03
-0.09 0.11 0.02
-0.04 0.02 0.09
0.03 0.03 -0.08
-0.02 0.06 0.09
-0.06 0.08 -0.01
-0.07 -0.04 -0.01
0.00 0.06 -0.05
-0.01 0.03 -0.03
0.09 0.07 0.08
-0.03 -0.09 0.03
0.08 -0.05 -0.03
-0.02 -0.06 0.11
-0.01 0.11 -0.05
0.00 -0.03 0.04
-0.02 -0.02 0.07
0.01 0.05 0.00
0.02 0.06 -0.04
-0.05 0.08 -0.06
0.10 -0.03 0.07
-0.01 0.12 0.00
-0.10 0.00 -0.01
0.07 -0.03 -0.04
0.05 -0.02 -0.02
0.04 -0.08 0.02
-0.10 -0.09 -0.06
0.05 0.03 -0.13
0.10 -0.08 0.00
0.13 -0.02 0.02
0.06 0.00 -0.05


Computed, not measured: a cluster of 2 separate species, C3H8O in total, with wB97M-V/def2-TZVPD.

The total energy comes out at -194.302064 hartree. The HOMO energy is -9.83 eV. The value obtained for the relative energy (zero: lowest compared OMol25 entry of this formula, charge and spin) is 0.922 eV.

Last column: Löwdin charge in e.
Element x y z (Å)
C  -2.001762  -0.213962  0.782158  -0.04
C  -0.964434  -0.144353  -0.332932  -0.35
O  -0.966541  0.750974  -1.122213  0.04
H  -2.756130  0.546493  0.609450  0.08
H  -1.637216  -0.047602  1.797244  0.08
H  -2.350696  -1.239689  0.680791  0.07
H  -0.457008  -1.086921  -0.590808  0.11
C  2.185044  0.305257  -0.359430  -0.06
H  1.976640  -0.195364  -1.304621  0.03
H  2.996576  0.997259  -0.587625  0.02
H  2.506263  -0.558550  0.229688  0.02
H  1.469262  0.886459  0.198297  0.01

Cartesian forces, eV/Å:
0.84 -0.04 -0.12
-1.72 -0.35 -0.02
0.52 0.82 -0.43
-0.20 -0.16 -0.22
0.33 -0.26 -0.08
-0.56 0.02 0.40
0.59 -0.05 0.43
1.30 -0.64 -0.16
-1.08 0.66 -0.09
0.33 -0.28 0.29
0.40 0.48 0.44
-0.76 -0.20 -0.44